No. 1
The following is a DFT calculation (wB97M-V/def2-TZVPD) of a structure of composition C3H3LiO3Rb.

CARTESIAN COORDINATES (ANGSTROEM)
O: 2.1130 0.5541 -0.1696
H: -0.2769 0.3857 -1.6162
C: -1.4828 0.1200 0.2074
O: 1.3757 -1.3939 0.6318
Li: -0.2401 -2.5651 0.7100
H: -1.4304 0.1239 1.3002
Rb: 2.4273 3.6535 0.1434
C: 1.2762 -0.3404 -0.0040
C: -0.2467 0.0246 -0.5821
H: -2.3963 0.5487 -0.2136
O: -1.1189 -1.1111 -0.4074

Output
relative energy (zero: lowest compared OMol25 entry of this formula, charge and spin) = 46.92 kJ/mol
E_LUMO (alpha / beta) = -1.05 / -1.09 eV
total charge = 0
frontier orbital gap (alpha / beta) = 2.0 / 8.3 eV
2S+1 = 2

=====

No. 2
The following is a DFT calculation (wB97M-V/def2-TZVPD) of a structure of composition C10H21INO2P2RhS.

CARTESIAN COORDINATES (ANGSTROEM)
C: -2.5150 -1.6138 1.1378
H: -2.1689 -1.4934 2.1786
H: -0.9196 -0.7024 -4.6925
H: -2.5873 2.2003 1.1413
C: -0.0011 -0.0885 -4.8456
C: -3.4457 0.0181 -1.0881
C: 3.4441 -0.0421 -1.0919
C: -0.0018 -0.1496 4.4596
H: -1.9233 -2.4014 0.6615
O: 0.0169 1.9097 -3.2069
H: -3.9516 1.1285 1.5793
H: -3.2512 -0.7965 -1.8021
I: -0.0166 -1.6600 -1.8107
H: -3.5789 -1.8988 1.1402
C: -2.8619 1.1909 1.4687
O: 0.0262 2.6622 1.7727
H: 2.6284 2.1508 1.1422
S: -0.0084 -1.2501 3.2703
H: 4.4585 -0.1799 -0.6659
H: 2.1446 -1.5359 2.1732
H: -4.4621 -0.1020 -0.6610
N: 0.0026 0.6619 5.3228
C: 0.0187 1.9428 0.8558
C: 2.4859 -1.6615 1.1314
H: 0.0001 0.3282 -5.8768
C: 0.0096 0.9728 -3.9088
H: 1.8782 -2.4370 0.6555
H: 3.2351 -0.8525 -1.8065
P: -2.2283 -0.0293 0.2659
H: -2.3667 0.9715 2.4247
H: 2.3852 0.9239 2.4234
P: 2.2274 -0.0703 0.2630
H: 3.3958 0.9170 -1.6071
C: 2.8841 1.1357 1.4676
H: 0.9079 -0.7172 -4.6962
H: -3.3817 0.9757 -1.6045
Rh: 0.0047 0.5064 -0.2792
H: 3.5441 -1.9669 1.1307
H: 3.9724 1.0528 1.5777

Output
relative energy (zero: lowest compared OMol25 entry of this formula, charge and spin) = 124.48 kJ/mol
E_LUMO (alpha / beta) = -8.03 / -9.63 eV
total charge = +2
frontier orbital gap (alpha / beta) = 5.0 / 5.6 eV
2S+1 = 5

=====

No. 3
The following is a DFT calculation (wB97M-V/def2-TZVPD) of a cluster of 13 separate species, C30H60N13O19 in total.

CARTESIAN COORDINATES (ANGSTROEM)
N: 0.7095 -6.5733 0.7178
C: -6.9335 -2.0883 0.1598
H: -1.1715 0.3037 -5.6932
N: 3.9065 -4.4223 -1.3732
H: -1.5395 4.4607 -4.0352
H: -5.3915 1.3107 -2.3992
H: -4.1155 3.7687 -3.2752
H: -1.5705 1.1447 -2.3312
H: -2.4965 6.0907 -0.7312
H: 1.4635 2.0817 6.0778
C: 5.2265 -1.6183 1.4738
H: -7.2175 -2.4743 -0.8432
O: 3.2415 -4.0453 3.4118
H: 0.8745 0.4167 -2.1662
C: 0.8775 -2.1053 1.5978
H: 4.6955 -0.8623 1.3818
N: 4.8415 0.7837 -1.9662
N: -6.2435 -0.8643 -0.0312
C: -1.8615 0.3107 -1.6012
O: -2.2825 2.0937 4.4038
C: -1.0405 1.2327 -5.1572
C: -1.7345 5.6807 -0.1082
H: -5.7145 5.4517 -3.6212
H: 0.1705 1.7107 0.5578
N: -2.0155 4.9477 0.9788
H: -3.0075 0.1367 -1.4812
O: 1.2115 -1.1463 -4.3612
H: -6.1875 -2.6793 0.5738
N: 1.0815 1.6177 3.9448
H: 6.7365 1.7407 -1.6942
H: 4.1855 -5.0373 -3.2352
H: 2.6685 -5.8493 1.5698
H: 1.0985 4.7557 1.2908
C: 3.5385 -4.1413 5.6958
N: 3.5645 -3.3853 4.4298
H: 3.5105 -5.2183 5.6818
H: 4.5605 -2.2293 1.5128
O: 1.9585 -2.0333 -6.1702
H: 0.2595 -3.7483 -5.5782
C: -0.2705 5.7137 -0.2312
N: 0.0885 1.5847 -4.4732
C: -1.2565 3.4297 -4.3102
H: -1.1215 3.9527 2.5808
C: -5.2305 3.5417 -3.1592
O: 4.0045 1.3777 -2.5142
H: -1.7555 1.8387 1.4938
C: -0.8905 4.4607 1.6748
H: -0.4165 2.2347 -0.9532
C: 1.6155 -5.7523 1.5908
C: 5.8345 1.5157 -1.0502
C: -0.0395 -2.7373 -5.2182
C: -1.2835 0.5167 -0.1992
H: 3.5645 -3.3843 -3.0182
H: -0.6355 -2.7893 -4.4032
C: -1.9345 2.4277 -5.1392
H: 2.4815 0.8807 5.4238
C: 0.2725 4.9647 0.9968
N: 1.1355 -2.0393 -5.1972
H: -0.3655 -3.2793 -0.2962
H: -3.0495 0.8157 0.9968
H: 0.3095 6.1427 -0.9922
H: 1.2045 -3.0223 -0.7792
H: 4.4405 -3.7773 6.0158
C: -0.0355 1.4217 -0.3602
C: 4.2485 -4.0753 -2.7702
H: 1.3275 -6.1243 2.5958
N: -1.8965 2.8567 5.3268
H: 0.9855 1.0587 -4.3982
O: 3.6155 -3.5013 -0.6132
O: 3.3185 -2.2073 4.4388
H: 0.6735 0.6977 5.7398
H: 1.3545 -4.6753 1.5148
H: 2.7365 -3.8943 6.4778
N: -0.8675 -0.6953 0.4628
H: -3.1715 3.9497 6.2948
C: -0.0365 2.8207 -3.8592
C: -5.8885 2.2477 -2.7052
H: -8.3345 2.0087 -2.2112
O: 7.1105 -1.0683 2.6628
H: -3.5225 2.2377 6.5548
H: 0.8995 -1.3973 2.2898
C: 1.6255 -0.3943 -0.1552
C: -2.2315 1.3427 0.6488
C: -2.8945 3.1017 6.4498
C: 1.6135 1.2967 5.3838
H: 0.0125 -2.8233 1.9638
H: -1.5015 -0.6743 -2.0092
O: 4.7745 -0.4433 -1.8512
H: 5.4455 2.3587 -0.4332
C: 1.1705 0.6967 -1.0052
H: 2.5385 -0.7933 -0.5282
O: 1.4045 2.6917 3.5058
O: -5.0915 -0.9583 -0.5292
O: 3.8285 -5.6213 -1.0512
H: -2.9955 4.8597 1.4408
H: 2.0225 1.3117 -1.2912
H: 5.9085 -1.5353 0.6118
H: 0.7435 3.5437 -3.2092
H: -7.6325 -1.9993 0.9408
H: 1.7945 -2.5673 1.8328
H: 5.2005 -3.7293 -2.8522
O: -0.8095 3.4077 5.3408
O: -1.8355 -1.4193 1.0348
O: 6.2165 -3.0493 3.0958
O: 1.1265 -7.7203 0.3998
H: -2.9285 2.2767 -5.5932
N: 6.1965 -1.9733 2.5788
H: -2.3485 2.9107 7.4128
O: -6.7485 0.2607 -0.0902
H: -0.6025 -2.1823 -5.9582
C: 0.2895 -2.4633 -0.7332
O: -0.3395 -6.1903 0.4438
H: -2.4295 2.2627 0.1158
C: 0.4255 -1.4163 0.2488
H: 1.9085 0.0797 0.7708
H: 6.1745 0.9527 -0.2272
H: -8.4345 4.7157 -3.1432
N: -6.1835 4.5897 -3.3212
O: 0.2575 0.9267 3.3648
C: -7.3535 2.6687 -2.5912
C: -7.4795 4.0677 -3.0842
H: 0.0835 -2.1663 -1.8152

Output
relative energy (zero: lowest compared OMol25 entry of this formula, charge and spin) = 32.05 kJ/mol
E_LUMO = -5.81 eV
total charge = +1
frontier orbital gap = 3.5 eV